(1)
Below is a cluster of 9 separate species, C36H45F27O18 in total, with properties calculated with ωB97M-V/def2-TZVPD.

As for the calculated total energy: -5449.13563 a.u. The value obtained for the energy relative to the best compared isomer or geometry (same formula, charge and spin) is 14.241 eV. The SMILES is CCOC(=O)C(F)(F)F.CCOC(=O)C(F)(F)F.CCOC(=O)C(F)(F)F.CCOC(=O)C(F)(F)F.CCOC(=O)C(F)(F)F.CCOC(=O)C(F)(F)F.CCOC(=O)C(F)(F)F.CCOC(=O)C(F)(F)F.CCOC(=O)C(F)(F)F. The value obtained for the max |F| is 0.194 hartree/bohr. The gap between HOMO and LUMO comes out at 0.4088 Eh. As for the total charge: 0. The spin multiplicity is 1.

Structure (XYZ):
```
126
Properties=species:S:1:pos:R:3:forces:R:3:mulliken_charge:R:1
F -4.798499 -5.421655 -3.105988 0.946 1.404 0.089 -0.285
F -4.219499 -3.417687 -2.309759 0.967 -1.718 -0.435 -0.239
F -0.865578 1.748567 -2.912480 0.421 0.553 -0.738 -0.243
F 5.267957 -2.378546 -0.744747 -2.137 1.113 -2.362 -0.296
F 0.881105 2.926495 -2.189512 -0.638 -2.889 -1.204 -0.018
F -3.694930 -0.775285 1.934230 0.415 -0.535 0.603 -0.151
F 5.008322 -2.958268 -2.871798 -0.821 1.699 0.939 -0.276
F -1.792392 -1.717013 2.536254 -1.393 -0.244 -0.067 -0.217
F 3.172953 4.348195 -2.254393 -0.699 -1.032 1.058 -0.135
F 4.490492 5.264734 -3.640783 -0.282 0.517 0.724 -0.279
F -3.825931 1.266747 4.393170 2.493 -0.697 0.480 -0.202
F -5.003059 2.456148 -1.182188 1.515 -1.077 0.887 -0.298
F -2.247713 2.112396 5.754931 -0.694 -2.603 -1.820 -0.308
F -1.124112 -4.871204 2.649542 -0.885 0.240 -0.472 -0.296
F 3.269479 -2.949025 -1.587827 0.947 1.642 -0.150 -0.151
F -3.286309 -2.790235 1.306986 0.379 0.299 0.475 -0.176
F -3.079309 1.248640 -0.817356 -1.886 1.237 0.774 -0.170
F -2.350812 -0.144814 5.321735 -0.721 0.674 0.238 -0.222
F 1.145867 1.098331 -3.519437 -0.230 1.060 -0.180 -0.202
F 3.312109 5.386501 2.301693 0.532 -0.863 0.048 -0.291
F 4.834857 6.538982 1.311283 -0.492 -1.676 -0.579 -0.300
F -3.162699 -5.445629 2.065083 0.084 -0.602 -0.298 -0.186
F 2.707654 6.349675 -2.928392 0.044 -0.540 -0.041 -0.285
F -2.982197 -5.265670 -2.047036 1.306 0.137 1.324 -0.204
F 3.344583 5.408958 0.209495 -0.955 -0.252 -2.391 -0.126
F -4.719239 1.323733 0.691671 0.997 0.888 -1.077 -0.221
F -1.429985 -5.746749 0.667133 -1.417 -0.304 2.087 -0.267
O -3.390955 -4.857004 -5.301029 2.275 3.120 5.896 -0.584
O -0.220289 -0.492403 -1.427934 0.621 3.387 -2.945 0.157
O 4.597068 2.981371 0.937999 -1.973 0.972 -1.308 -0.038
O 2.891870 -0.358806 -2.180132 5.174 -0.938 -0.845 -0.262
O -2.148696 -3.284438 -4.029841 -0.882 -1.287 1.036 -0.059
O -1.247283 -6.982522 3.928426 -0.160 1.326 -2.484 -0.079
O 5.187993 -0.183912 -2.626841 1.121 0.485 -0.677 -0.266
O -1.767632 -8.182492 2.015511 1.742 4.536 2.339 -0.564
O 1.068856 1.111029 -0.325710 -2.128 -1.414 -2.007 -0.092
O -1.803267 1.245379 2.564559 -1.186 0.398 -2.866 -0.125
O -0.178186 1.129626 4.093343 -1.816 -0.579 1.026 -0.429
O 1.266468 4.388210 -4.419621 -0.428 1.711 1.173 -0.167
O -3.906109 3.920165 1.283268 -0.966 -0.104 -0.560 -0.553
O -3.465726 -3.670455 3.939528 -0.694 2.128 -0.504 -0.503
O 6.301951 4.308721 1.553678 -1.264 0.171 -0.298 -0.549
O 3.196142 4.433157 -5.608825 -2.091 1.023 3.781 -0.614
O -2.265182 3.647580 -0.224344 -0.300 0.070 -0.012 -0.101
O -4.639882 -1.714456 4.165480 1.867 1.373 -4.265 -0.122
C -3.486969 3.352975 0.318162 3.461 0.757 1.710 0.063
C -0.983788 -8.148170 4.597551 1.052 -3.194 2.909 -0.281
C -0.825855 -2.661873 -0.716752 -0.389 -6.558 0.325 -1.237
C -3.716461 -4.590401 -2.865312 -3.358 -0.213 -0.684 0.979
C 6.650585 1.565239 -3.579538 -1.500 -6.245 0.139 -1.425
C -1.908838 -5.790567 2.009259 3.236 2.372 -1.892 1.304
C 5.228056 1.197115 -3.006751 -1.047 2.480 -2.606 0.536
C -5.194192 -2.132005 5.283871 -2.775 -4.273 5.066 0.002
C -4.050901 2.047091 -0.234302 -1.091 -0.735 -1.263 1.132
C 4.098592 -0.753308 -2.294157 -5.735 -0.065 1.652 0.066
C -0.416293 -7.719221 5.991306 2.432 -0.137 0.324 -1.016
C 4.124247 5.342462 1.211035 1.355 2.147 2.887 0.927
C -1.497178 -2.702738 -5.200843 -0.340 -1.315 0.682 -0.366
C 0.414600 0.715351 -1.304944 2.195 -0.511 3.114 -0.152
C 3.180113 5.135638 -3.277104 2.390 1.716 -1.169 1.092
C -0.202969 5.003324 -0.486409 -0.037 -2.222 -0.241 -0.954
C 0.417233 4.056698 -5.527910 1.942 -2.600 -2.097 -0.182
C -1.496299 1.195694 3.687694 3.511 -0.224 0.388 0.082
C -3.025115 -4.276091 -4.181219 -1.166 -1.324 -6.089 0.150
C -6.346744 -1.328060 5.867970 -0.786 3.353 -0.381 -1.313
C -2.523039 1.062788 4.775277 -0.640 2.415 2.556 0.810
C -1.045525 4.216994 -5.215522 1.991 -7.786 -0.986 -1.169
C 2.546556 4.648652 -4.546470 0.399 -2.278 -5.253 0.133
C 0.915700 1.177548 3.113590 -2.358 0.411 -0.559 0.419
C -3.775724 -2.556011 3.563004 0.141 -1.134 1.689 -0.129
C -0.371505 -1.371736 -0.341533 3.474 2.318 1.432 0.783
C -1.552418 4.902503 0.194053 -1.864 0.996 -1.319 -0.576
C 4.364557 -2.212815 -1.887410 2.071 -4.275 1.145 0.961
C 0.426096 1.653242 -2.550466 -0.874 -0.134 1.691 0.615
C -3.136091 -1.924762 2.333576 0.442 0.245 -1.403 1.089
C -1.513744 -7.081122 2.614010 -3.017 -6.580 -0.624 -0.109
C 5.229163 1.644791 1.057805 0.507 1.973 -2.861 -0.821
C -0.914564 -1.394619 -4.723419 5.849 -5.369 -6.014 -1.151
C 5.142352 4.152022 1.242372 1.763 -1.111 0.447 0.226
C 4.223186 0.579546 0.830374 0.886 -2.936 0.346 0.230
C 1.078383 2.582085 2.795013 1.015 6.663 -1.563 -0.085
H -1.627373 3.495118 -5.872187 0.549 1.471 0.347 0.280
H 0.795134 2.944804 -5.710686 -1.432 2.045 -0.115 0.184
H 4.321401 1.465637 -3.792710 2.324 -0.932 2.002 0.117
H 6.909552 2.497833 -3.652621 0.248 5.972 0.203 0.567
H 3.520965 0.393117 1.665772 0.671 0.402 0.009 0.193
H -0.370888 5.155780 -1.522024 -0.240 -0.674 -1.390 0.245
H 3.514556 0.813644 0.018531 0.840 -0.645 -0.345 -0.481
H -1.487266 5.041663 1.260197 -0.261 -0.588 0.461 0.358
H -1.008045 -6.995717 6.526328 -0.774 0.283 -0.242 0.321
H 0.558878 -7.050873 5.682664 -1.874 -2.088 1.309 0.229
H 0.541841 4.156916 -0.342062 -1.264 1.010 0.110 0.021
H -6.855836 -1.692642 6.784430 1.260 -0.140 -0.239 0.380
H 6.155656 1.633574 0.387987 -1.340 -0.108 0.943 0.277
H -5.681725 -3.226610 5.099659 1.471 2.168 0.649 0.240
H 2.003218 2.839342 1.962551 -2.689 -0.833 2.543 -0.149
H -0.261607 -8.836980 4.100539 -0.105 1.018 -0.058 0.320
H 0.155598 3.096820 2.446089 0.331 -1.024 -1.045 -0.336
H -1.301920 5.125610 -5.184005 -2.316 7.083 -0.614 0.576
H -0.690628 -3.516613 0.157140 -0.712 2.757 -1.714 -0.061
H -1.260719 3.853836 -4.259965 -0.110 -0.810 1.755 0.089
H -0.408260 -1.731231 -3.857911 2.262 0.275 0.505 0.217
H -0.739630 -3.534715 -5.464863 -1.186 1.839 -0.452 0.293
H -0.413468 -0.906051 -5.704141 -0.367 -1.047 2.810 0.271
H -7.197833 -1.295137 5.211881 -0.328 -0.262 -0.889 0.367
H 4.955960 -0.470564 0.816109 -2.531 2.820 -0.618 0.146
H 5.439841 1.766202 2.026269 1.940 -0.798 3.818 0.622
H 7.407764 1.220347 -2.760707 -0.906 -0.383 -2.198 0.284
H -1.498188 -0.791267 -4.335608 -6.515 5.797 2.942 0.583
H -0.276014 -8.582424 6.862059 0.166 1.965 -2.874 0.286
H 6.677134 1.316384 -4.722895 0.667 -0.773 2.345 0.306
H 1.083789 3.424609 3.694368 1.215 -2.768 -1.396 0.355
H 5.065226 1.791831 -2.123228 -0.346 0.101 0.439 -0.145
H -2.371964 -2.544510 -5.799330 0.243 -0.261 -1.548 0.378
H 0.676569 4.628792 -6.469212 0.122 -0.454 1.247 0.459
H -0.963298 -0.756311 0.347842 -0.172 -1.066 0.412 -0.402
H 0.642750 0.603333 2.182578 0.685 0.157 1.207 -0.222
H -4.421293 -2.175912 6.090955 -0.383 -0.509 -0.598 0.264
H -2.255274 5.728917 -0.207343 1.243 -1.067 0.760 0.342
H 0.622252 -1.531064 0.020989 0.847 0.543 1.008 0.155
H -0.623339 -3.410661 -1.588668 1.173 2.325 0.846 0.244
H -1.822266 -8.854245 4.725828 -0.430 0.877 -0.228 0.324
H 0.282016 5.910250 -0.320203 0.749 1.635 1.380 0.707
H -6.173384 -0.157540 5.974865 0.253 -2.433 0.136 0.215
H -1.798386 -2.477477 -0.937475 -3.718 -0.483 -0.153 0.569
H 1.793037 1.010855 3.667325 0.895 -1.835 0.638 0.377
```
Forces are in eV/Å.

(2)
Below is a structure of composition C36H45N3O5S5TeW, with properties calculated with ωB97M-V/def2-TZVPD.

Its expectation value of S² is 3.8059. As for the calculated total energy: -4264.93840 a.u. The value obtained for the energy relative to the best compared isomer or geometry (same formula, charge and spin) is 3.852 eV. The value obtained for the max |F| is 0.056 hartree/bohr. The gap between HOMO and LUMO (alpha / beta) comes out at 0.2185 / 0.1867 Eh. As for the total charge: +1. The spin multiplicity is 4.

Structure (XYZ):
```
96
Properties=species:S:1:pos:R:3:forces:R:3:mulliken_spin:R:1
W -0.826770 0.379266 -0.207780 -0.801 -0.919 0.922 0.713
Te 1.958395 -0.741171 -0.899021 2.831 -0.132 -0.510 0.055
S -4.808702 2.966299 1.501777 0.645 -0.374 0.063 0.065
S -3.782478 2.223318 4.118331 0.174 0.036 -0.549 0.120
S -6.538265 3.317520 3.890370 0.250 -0.063 -0.099 0.298
S -2.283677 2.467316 0.116977 -0.215 -0.066 -0.126 0.196
S -1.693944 -0.140457 3.424069 0.230 0.179 0.052 0.478
O -0.180892 0.926175 1.478343 0.626 0.482 1.232 0.006
O -2.293891 -0.411364 0.749371 -1.285 -0.468 0.658 -0.060
O -2.164333 0.254569 -1.792658 -0.389 -0.432 -0.821 0.023
O 0.012538 -1.629148 1.287951 -0.292 -0.133 0.493 0.007
O -3.769288 -1.932934 -1.155962 -0.140 -0.227 -0.141 0.002
N 0.807101 1.103597 3.561236 0.075 0.257 -0.157 0.003
N -0.548719 -1.194477 -1.328788 -0.340 0.947 1.070 -0.046
N -3.557139 -1.814504 2.066674 -0.044 0.212 -0.171 -0.004
C -3.153175 2.302298 1.586399 -0.566 0.571 -1.014 0.265
C -0.186325 2.920169 -2.022233 -0.112 -0.286 -0.202 0.049
C 2.760321 2.007352 0.978087 -0.132 0.128 0.081 0.018
C 0.012105 -1.529509 -5.609214 -0.041 0.016 0.010 0.001
C 0.667153 -1.063265 2.416162 0.062 0.162 -0.240 0.024
C 3.814614 1.454957 -2.720424 0.128 -0.032 0.073 -0.004
C 1.166007 1.233167 -0.835520 0.223 0.573 -1.497 0.032
C -1.198314 -2.311984 1.599272 0.057 0.053 -0.049 -0.028
C -1.128761 -1.441933 -6.395618 0.069 -0.002 0.001 0.000
C 1.223306 0.429531 4.785365 0.003 -0.065 -0.215 0.007
C -2.443221 -0.907589 -4.454701 -0.013 0.096 0.024 -0.003
C -1.362862 -0.689414 -2.219377 -0.888 0.081 -1.488 0.050
C -5.047048 -2.543494 -1.032795 -0.052 -0.018 -0.152 0.001
C 0.178181 3.862456 -1.097250 0.301 0.063 0.093 0.044
C 0.239564 1.574228 -1.893457 1.775 1.493 0.102 0.034
C 6.033683 0.899204 -1.730286 0.062 -0.043 0.032 -0.003
C 1.112221 3.536326 -0.102297 -0.120 0.174 -0.309 0.044
C 6.878920 0.205358 -0.872691 -0.146 -0.003 0.060 0.005
C 4.662866 0.676594 -1.746030 -0.294 0.060 -0.136 0.008
C -2.741061 1.892619 2.829229 0.105 -0.358 0.863 0.530
C -1.301391 -0.998355 -3.663810 -0.106 -0.032 0.096 0.004
C 4.411240 -1.979060 0.996523 0.085 0.125 -0.133 0.004
C 0.301695 2.451363 3.796119 0.015 -0.125 -0.083 0.035
C 4.102759 -0.250253 -0.857101 -0.417 -0.086 0.138 -0.004
C -3.589492 -2.878023 3.059106 0.075 0.013 -0.059 0.008
C -2.331122 -1.298526 1.730931 0.251 -0.456 0.135 0.050
C -4.653420 -0.864466 2.165096 0.082 -0.048 -0.111 0.027
C -5.131485 2.887311 3.191815 -0.393 0.196 0.405 -0.062
C 1.647389 2.271870 0.014840 0.214 -0.401 0.083 0.057
C 4.939475 -0.967752 0.006648 -0.190 0.008 0.132 0.000
C -5.888741 -2.410061 -2.290855 0.125 -0.007 0.123 0.000
C 6.307408 -0.725269 -0.014695 0.095 0.014 -0.054 -0.002
C -2.354831 -1.148046 -5.815301 -0.109 0.020 -0.003 0.000
C 0.044156 0.316319 2.679277 -0.534 -0.747 0.464 -0.071
C 8.362711 0.431238 -0.897686 -0.025 0.004 -0.058 -0.001
C -0.077186 -1.330841 -4.241756 0.017 -0.103 0.039 -0.006
H 0.290265 1.003983 -2.813801 -0.545 -0.372 0.211 0.001
H -0.800391 3.184684 -2.873547 -0.070 0.004 0.047 -0.001
H 8.788510 0.017508 -1.813677 0.044 -0.001 0.019 0.000
H -6.060056 -1.356350 -2.524871 -0.025 0.004 -0.019 0.000
H -5.597113 -1.395862 2.062573 -0.012 0.006 0.007 0.000
H 6.947963 -1.283857 0.659063 0.003 -0.020 -0.006 0.000
H 2.645494 1.036800 1.458982 0.020 -0.010 0.027 0.002
H -4.564572 -0.136642 1.363080 -0.074 0.013 -0.005 0.000
H 2.972402 0.853326 -3.064032 -0.002 0.081 -0.069 0.001
H 1.473138 4.321666 0.550093 -0.004 -0.046 0.082 -0.003
H -4.855311 -3.594941 -0.815604 -0.010 0.021 0.042 0.000
H 1.111430 3.059411 4.197738 -0.015 0.010 0.023 0.001
H -1.424203 -2.934220 0.730196 -0.049 -0.012 0.034 0.003
H -0.533134 2.456371 4.506514 -0.012 0.050 0.021 0.003
H 8.599612 1.495103 -0.880307 0.011 0.002 0.017 0.000
H -3.888683 -1.023256 -1.448283 0.054 0.110 0.111 -0.001
H -3.141275 -3.787959 2.662751 0.000 -0.015 0.063 -0.001
H 0.379291 -0.043858 5.303060 0.022 0.050 0.076 0.001
H 6.453342 1.629074 -2.414394 0.001 -0.013 -0.029 0.000
H 1.670798 1.169657 5.443427 0.029 -0.035 0.029 0.000
H 5.201516 -2.667482 1.290506 -0.014 -0.020 0.024 0.000
H -5.589819 -2.115385 -0.183317 0.009 -0.036 0.049 0.000
H 8.848052 -0.049112 -0.050196 0.029 0.013 -0.002 0.000
H -0.031008 2.883481 2.853866 -0.008 0.026 0.016 -0.023
H -6.860022 -2.882627 -2.142192 -0.019 -0.004 -0.056 0.000
H 4.060352 -1.473478 1.900722 -0.088 -0.053 0.005 0.000
H 3.711913 1.995410 0.441324 0.002 -0.020 0.032 0.002
H -3.079128 -2.584815 3.985190 -0.010 -0.026 0.008 -0.002
H 0.972161 -1.752415 -6.054745 -0.020 -0.034 -0.028 0.000
H -1.058410 -2.921484 2.490506 -0.054 -0.019 -0.017 0.017
H -0.201528 4.872866 -1.161799 0.029 0.018 -0.057 0.003
H -3.245693 -1.096946 -6.426846 0.008 0.005 -0.011 0.000
H -1.060981 -1.602799 -7.463336 -0.015 -0.015 -0.002 0.000
H 1.708275 -0.935714 2.113075 0.012 0.043 0.076 0.016
H 0.806013 -1.425067 -3.624003 -0.014 0.020 0.056 0.009
H -3.395015 -0.661998 -4.001903 0.013 0.022 0.011 0.000
H 3.591947 -2.562089 0.577206 -0.008 -0.064 0.122 0.000
H 3.420913 2.364287 -2.256946 -0.071 -0.009 -0.039 0.001
H 2.801080 2.777571 1.746321 -0.009 -0.001 0.018 -0.002
H -5.391507 -2.880334 -3.139214 -0.013 -0.002 -0.013 0.000
H 0.604693 -1.727098 3.277427 -0.021 -0.003 -0.001 0.016
H 4.405649 1.752881 -3.585113 -0.015 0.025 -0.004 0.000
H -4.628414 -3.091193 3.295731 -0.004 -0.028 -0.019 0.001
H -4.642463 -0.348934 3.133129 -0.020 0.013 0.001 -0.013
H 1.976636 -0.326685 4.562985 0.000 -0.013 0.081 -0.001
```
Forces are in eV/Å.